Density functional theory data (ωB97M-V/def2-TZVPD) for a cluster of 2 separate species, CH8NO in total in a non-equilibrium geometry.

Each line ends with the Löwdin charge.
Geometry (Å):
1 H 1.48 -0.39 -0.54  0.094
2 H -1.61 -1.91 1.43  0.077
3 H -0.85 1.38 -0.27  0.169
4 H -1.11 -2.30 0.08  0.090
5 C 1.11 0.61 -0.74  0.003
6 H -0.56 -0.05 0.43  0.095
7 H 1.84 1.33 -0.39  0.101
8 H 0.19 1.34 1.02  0.164
9 H 0.87 0.64 -1.79  0.103
10 N -0.08 0.87 0.16  0.119
11 O -1.29 -1.52 0.62  -0.015

Properties
- LUMO level (eV) = -3.56
- charge = +1
- energy above the lowest of the compared OMol25 structures with the same formula, charge and spin (eV) = 0.139

=====

Density functional theory data (ωB97M-V/def2-TZVPD) for a structure of composition C8H6InO8S in a non-equilibrium geometry.

Each line ends with the Löwdin charge.
Geometry (Å):
1 O -2.42 0.54 -1.11  -0.371
2 C 2.47 -0.99 -0.03  0.202
3 O 4.23 -1.10 1.24  0.179
4 H -3.16 1.51 2.16  0.125
5 C 2.41 0.74 -2.06  -0.247
6 H 4.19 1.93 -2.29  0.160
7 S -3.20 -0.29 -0.25  0.723
8 O 5.47 1.12 -0.34  0.157
9 In -1.01 0.36 -3.70  1.126
10 O 1.71 1.25 -2.96  -0.033
11 O 0.50 -0.64 -1.45  -0.033
12 H -3.34 -1.72 2.28  0.126
13 O -4.14 0.63 0.74  -0.186
14 H -2.14 -0.81 3.10  0.134
15 O -3.89 -1.45 -0.78  -0.213
16 O -2.15 -0.75 1.02  -0.217
17 C -2.80 -0.78 2.23  -0.160
18 C -3.70 0.57 2.05  -0.161
19 C 1.68 -0.40 -1.16  -0.227
20 C 3.72 -0.58 0.22  -0.317
21 H -4.51 0.82 2.74  0.133
22 C 4.33 0.60 -0.55  -0.261
23 C 3.74 1.18 -1.66  0.202
24 H 2.02 -1.74 0.60  0.158

Properties
- LUMO level (eV) = -8.12
- charge = +1
- energy above the lowest of the compared OMol25 structures with the same formula, charge and spin (eV) = 0.000

=====

Density functional theory data (ωB97M-V/def2-TZVPD) for the molecule C3H4BrNO in a non-equilibrium geometry.

Each line ends with the Löwdin charge.
Geometry (Å):
1 O 0.64 1.20 -0.09  -0.118
2 H 0.98 -1.87 0.40  0.096
3 C -1.45 0.06 -0.15  -0.694
4 Br -3.17 -0.30 0.02  0.726
5 C -0.75 1.16 -0.09  -0.308
6 C 1.13 -1.07 -0.35  0.036
7 H 1.20 -0.23 1.26  0.152
8 N 1.32 0.06 0.28  -0.104
9 H 1.14 -1.27 -1.39  0.071
10 H -1.02 2.25 0.10  0.144

Properties
- LUMO level (spin up / spin down) (eV) = 0.06 / -0.79
- energy above the lowest of the compared OMol25 structures with the same formula, charge and spin (eV) = 6.372

=====

Density functional theory data (ωB97M-V/def2-TZVPD) for a structure of composition C33H28BGeN9RhS5 in a non-equilibrium geometry.

Each line ends with the Löwdin charge.
Geometry (Å):
1 C -1.24 2.54 1.88  -0.129
2 S -0.73 -4.79 -1.75  0.917
3 H -3.20 -3.61 3.69  0.102
4 H -1.12 1.72 -2.90  0.081
5 N 3.47 0.31 -0.10  -0.039
6 N 2.16 1.05 2.49  -0.013
7 C 5.69 0.24 -0.30  -0.053
8 C -2.96 4.21 0.49  -0.084
9 C -2.87 -2.87 2.96  -0.084
10 N 1.28 -0.05 -4.62  0.085
11 C 0.45 -4.61 -0.51  -0.973
12 H 0.12 -1.39 2.49  0.094
13 H -2.70 5.58 2.12  0.100
14 Ge -1.20 0.38 -0.10  0.964
15 H -2.98 0.45 2.36  0.095
16 H -1.92 -4.32 1.69  0.093
17 H 4.26 -0.99 -1.52  0.100
18 C -2.14 -3.27 1.85  -0.077
19 C -3.52 -1.27 -3.22  -0.086
20 C 4.47 -0.26 -0.75  -0.138
21 C 0.57 -1.02 -5.16  -0.402
22 C -1.58 3.77 2.41  -0.084
23 C -3.21 -0.51 -4.34  -0.087
24 Rh 1.25 0.30 -0.20  0.705
25 N 4.00 1.18 0.78  -0.029
26 S 2.26 -3.77 1.26  0.935
27 H 2.64 1.46 4.49  0.125
28 C -2.62 2.97 -0.03  -0.107
29 C 1.76 -5.39 1.64  -1.476
30 C 2.00 4.20 0.75  -0.055
31 C -0.22 -3.82 -3.20  -0.381
32 C -2.96 -0.97 -1.99  -0.109
33 C 1.22 0.16 -3.37  -0.358
34 S 0.54 -5.98 0.54  0.928
35 H -3.78 -1.22 3.98  0.103
36 H -4.21 -2.11 -3.31  0.101
37 H -0.56 1.90 2.43  0.089
38 H 2.57 4.85 1.40  0.126
39 N 2.18 2.88 0.81  0.001
40 C 2.08 0.85 3.81  -0.063
41 C -1.97 -0.97 1.11  -0.320
42 H 6.68 -0.02 -0.63  0.094
43 N 1.36 0.17 1.85  -0.081
44 C -3.18 -1.53 3.13  -0.078
45 H -1.17 4.08 3.36  0.103
46 C -2.35 0.58 -4.20  -0.088
47 C 5.34 1.16 0.68  -0.071
48 N -0.03 -1.86 -5.68  0.111
49 C -2.74 -0.59 2.21  -0.096
50 C 0.79 -0.60 2.77  -0.132
51 H 0.70 5.45 -0.52  0.103
52 N 1.20 0.42 -2.23  -0.023
53 C 1.27 -3.52 -0.16  -1.060
54 N 1.37 2.29 -0.10  -0.095
55 H 0.76 -4.15 -3.55  0.055
56 H -2.10 1.18 -5.07  0.107
57 H -0.01 3.00 -1.50  0.098
58 C 1.07 4.49 -0.22  -0.031
59 H -0.23 -2.76 -3.00  -0.021
60 S 1.33 -2.06 -0.97  0.762
61 H -3.63 4.86 -0.05  0.101
62 H -1.13 -2.64 0.08  0.033
63 H 3.75 2.65 2.46  0.121
64 C -1.75 2.12 0.65  -0.329
65 H -3.61 -0.77 -5.31  0.104
66 C 1.21 -0.21 4.04  -0.034
67 C -2.08 0.11 -1.84  -0.300
68 C -1.70 -2.32 0.94  -0.161
69 H -3.03 2.66 -0.99  0.096
70 H -0.97 -4.06 -3.94  0.041
71 B 3.09 2.00 1.70  -0.496
72 S 2.37 -6.30 2.84  0.628
73 C 0.70 3.25 -0.72  -0.130
74 H -3.22 -1.58 -1.13  0.087
75 C -1.80 0.88 -2.97  -0.142
76 H 5.95 1.79 1.30  0.121
77 C -2.43 4.62 1.71  -0.092
78 H 0.93 -0.63 4.99  0.100

Properties
- 2S+1 = 2
- LUMO level (spin up / spin down) (eV) = -0.86 / -3.21
- energy above the lowest of the compared OMol25 structures with the same formula, charge and spin (eV) = 0.000

=====

Density functional theory data (ωB97M-V/def2-TZVPD) for a cluster of 5 separate species, C16H34Br8N2O4P in total in a non-equilibrium geometry.

Each line ends with the Löwdin charge.
Geometry (Å):
1 H 2.69 0.70 4.73  0.050
2 Br 3.51 5.62 -2.87  0.601
3 H -2.25 3.07 0.18  0.035
4 H 0.57 -1.81 3.92  0.035
5 H 4.14 -4.97 -0.49  0.101
6 C 0.12 -2.57 4.55  -0.713
7 H 0.94 0.20 -1.66  0.092
8 H -0.57 -4.19 0.39  0.112
9 N 0.56 0.40 -0.74  0.191
10 Br 0.96 4.33 -5.19  0.579
11 H 0.76 2.98 5.40  0.053
12 O 3.96 -4.24 0.11  -0.068
13 H -2.72 -2.74 -2.07  0.156
14 H -1.50 0.90 -2.63  0.122
15 H 0.58 5.65 -3.12  -0.016
16 C -1.61 -2.42 -0.28  -0.098
17 H 0.22 6.60 -4.57  0.064
18 P 3.01 -3.18 -0.54  0.402
19 Br 0.48 1.86 3.20  0.627
20 H -1.79 -1.48 0.20  0.077
21 C 2.19 1.36 5.43  -0.676
22 C 1.64 -4.12 -1.28  -0.136
23 C -4.09 3.20 -0.92  -0.711
24 C -1.71 -2.45 -1.83  -0.192
25 H -1.15 -4.42 -1.76  0.192
26 C -1.31 -2.25 4.92  -0.686
27 H -4.64 2.77 -0.09  0.063
28 C -0.32 -3.16 0.11  -0.131
29 Br -5.26 4.55 -1.68  0.630
30 H 1.51 -5.07 -0.78  0.111
31 H -1.76 -1.22 -3.56  0.126
32 Br 0.98 0.24 6.47  0.675
33 H 0.73 -2.72 5.44  0.041
34 O -1.41 0.77 0.35  0.004
35 H -1.34 -1.44 5.64  0.023
36 H 2.77 6.64 -5.01  0.050
37 H -2.94 4.70 0.14  0.055
38 H -0.49 -3.71 -3.10  0.194
39 H -1.84 -3.11 5.30  0.052
40 C -1.27 -1.21 -2.60  -0.132
41 H 2.18 3.21 4.37  0.061
42 H 0.23 -2.71 0.92  0.084
43 O 3.78 -2.59 -1.78  -0.090
44 C 1.47 2.48 4.75  -0.693
45 H -0.21 -1.22 -2.81  0.107
46 C 0.94 5.94 -4.10  -0.709
47 N -0.71 -3.57 -2.11  0.144
48 H 0.75 -2.23 -1.37  0.109
49 H 1.94 -4.32 -2.31  0.105
50 Br 0.23 -4.26 3.57  0.632
51 C 0.41 -3.25 -1.20  -0.349
52 O 2.54 -2.13 0.38  -0.242
53 H 3.88 -1.64 -1.67  0.099
54 H -2.41 -3.05 0.10  0.119
55 C 2.29 6.59 -4.04  -0.695
56 H 0.98 -0.19 -0.04  0.089
57 H -3.93 2.46 -1.69  0.033
58 C -0.83 0.45 -0.69  -0.513
59 C -2.79 3.79 -0.43  -0.671
60 H 2.91 1.74 6.15  0.060
61 C -1.63 0.10 -1.91  -0.100
62 H 2.22 7.59 -3.62  0.061
63 Br -1.59 4.24 -1.90  0.648
64 H -2.67 0.12 -1.61  0.127
65 Br -2.30 -1.61 3.37  0.634

Properties
- LUMO level (eV) = -3.06
- charge = +1